Entry 1:
Below is a cluster of 16 separate species, C48H128O16 in total in a non-equilibrium geometry, with properties calculated with wB97M-V/def2-TZVPD.

```
192
Properties=species:S:1:pos:R:3
C 0.295 0.677 -8.667
C 0.090 2.176 -8.260
C 0.052 2.324 -6.686
O 1.139 3.112 -8.616
H 1.283 0.361 -8.332
H 0.416 0.585 -9.747
H -0.558 0.096 -8.316
H -0.859 2.374 -8.759
H 0.862 1.706 -6.299
H -0.803 1.857 -6.197
H 0.135 3.334 -6.282
H 1.538 2.833 -9.443
C 5.470 -2.395 1.810
C 6.053 -2.864 0.565
C 6.353 -1.694 -0.462
O 7.278 -3.619 0.811
H 6.212 -1.990 2.499
H 4.957 -3.186 2.358
H 4.699 -1.628 1.749
H 5.420 -3.502 -0.052
H 6.773 -2.060 -1.400
H 7.113 -0.996 -0.112
H 5.428 -1.155 -0.666
H 7.933 -2.932 0.950
C -6.365 0.398 0.737
C -5.884 1.015 2.058
C -6.895 0.726 3.174
O -4.567 0.578 2.280
H -7.131 1.068 0.348
H -6.773 -0.608 0.838
H -5.502 0.390 0.071
H -5.749 2.091 1.948
H -6.539 1.314 4.020
H -6.992 -0.338 3.389
H -7.879 1.102 2.892
H -4.505 -0.110 1.614
C -4.645 -2.526 4.630
C -3.699 -1.454 5.152
C -2.394 -1.348 4.287
O -4.251 -0.098 5.077
H -4.440 -3.511 5.048
H -4.525 -2.747 3.569
H -5.682 -2.197 4.700
H -3.460 -1.644 6.198
H -2.774 -0.991 3.330
H -1.886 -2.296 4.113
H -1.675 -0.604 4.629
H -4.372 0.090 4.143
C 1.034 3.235 5.275
C 2.155 3.067 6.285
C 3.241 4.155 6.111
O 1.642 3.139 7.555
H 0.475 2.301 5.213
H 1.324 3.404 4.238
H 0.353 4.009 5.630
H 2.655 2.106 6.162
H 3.700 4.114 5.122
H 3.993 4.172 6.900
H 2.753 5.127 6.179
H 1.324 2.250 7.729
C 2.022 6.979 2.024
C 3.294 6.576 2.790
C 3.981 5.482 2.092
O 4.175 7.639 2.974
H 1.348 6.166 1.754
H 2.273 7.490 1.095
H 1.537 7.714 2.666
H 2.976 6.214 3.767
H 3.990 5.623 1.012
H 3.669 4.481 2.390
H 5.062 5.485 2.232
H 3.604 8.365 3.237
C -4.304 3.307 -2.563
C -4.061 1.860 -2.712
C -5.160 1.310 -3.653
O -2.848 1.643 -3.298
H -3.845 3.764 -1.686
H -5.377 3.456 -2.446
H -4.155 3.886 -3.474
H -4.041 1.219 -1.831
H -4.833 0.420 -4.191
H -5.407 2.030 -4.434
H -6.010 1.040 -3.026
H -2.239 2.237 -2.854
C 0.925 -0.203 -0.869
C 0.391 0.237 0.530
C 1.532 0.974 1.323
O -0.524 1.275 0.457
H 1.168 0.666 -1.480
H 0.228 -0.799 -1.458
H 1.826 -0.807 -0.760
H 0.000 -0.577 1.142
H 1.848 1.844 0.748
H 2.404 0.348 1.512
H 1.223 1.400 2.278
H -1.273 1.044 1.011
C 2.416 -5.524 -3.692
C 2.217 -6.559 -4.827
C 3.489 -6.730 -5.647
O 1.848 -7.689 -4.077
H 3.260 -5.700 -3.025
H 1.519 -5.506 -3.073
H 2.517 -4.487 -4.012
H 1.435 -6.127 -5.451
H 3.321 -7.509 -6.391
H 4.458 -7.001 -5.226
H 3.448 -5.746 -6.113
H 2.603 -7.775 -3.490
C 7.589 1.451 6.040
C 6.275 0.666 5.876
C 5.570 1.114 4.612
O 6.421 -0.748 5.885
H 8.213 1.327 5.154
H 7.997 1.241 7.028
H 7.498 2.536 6.004
H 5.577 0.992 6.647
H 6.104 0.674 3.770
H 5.497 2.198 4.524
H 4.534 0.778 4.629
H 7.341 -0.969 5.726
C -3.270 -2.999 -5.676
C -2.925 -1.549 -5.328
C -1.530 -1.161 -5.504
O -3.631 -0.540 -6.174
H -4.335 -3.217 -5.590
H -2.712 -3.715 -5.072
H -3.043 -3.202 -6.722
H -3.001 -1.410 -4.250
H -1.300 -1.334 -6.555
H -0.846 -1.735 -4.879
H -1.316 -0.138 -5.196
H -3.343 0.296 -5.799
C 0.921 4.311 -0.866
C -0.431 4.420 -1.714
C -0.355 4.965 -3.123
O -0.942 3.071 -1.664
H 1.780 3.893 -1.391
H 0.694 3.734 0.030
H 1.122 5.288 -0.427
H -1.064 5.092 -1.134
H -0.398 4.224 -3.921
H 0.646 5.289 -3.407
H -1.109 5.723 -3.337
H -0.492 2.752 -0.878
C -1.720 -5.772 -2.871
C -1.614 -7.245 -2.492
C -3.015 -7.810 -2.132
O -1.228 -7.955 -3.601
H -2.183 -5.214 -2.057
H -2.431 -5.683 -3.692
H -0.793 -5.282 -3.169
H -1.010 -7.491 -1.619
H -2.937 -8.885 -2.296
H -3.917 -7.423 -2.606
H -3.172 -7.635 -1.068
H -0.429 -7.538 -3.932
C -2.011 -2.952 0.519
C -2.941 -1.795 0.201
C -2.971 -1.534 -1.371
O -4.235 -1.911 0.692
H -2.444 -3.882 0.149
H -1.804 -3.247 1.548
H -1.019 -2.711 0.137
H -2.395 -0.921 0.556
H -2.162 -0.974 -1.840
H -3.890 -1.049 -1.700
H -2.973 -2.454 -1.956
H -4.540 -2.788 0.448
C 1.186 -5.925 0.437
C 1.958 -4.744 1.029
C 2.358 -3.545 0.160
O 1.046 -4.233 1.982
H 1.771 -6.439 -0.326
H 0.343 -5.496 -0.104
H 0.784 -6.641 1.154
H 2.860 -5.146 1.491
H 3.264 -3.864 -0.355
H 2.495 -2.603 0.691
H 1.547 -3.478 -0.565
H 0.663 -4.971 2.462
C -2.222 4.495 4.047
C -1.246 5.601 3.655
C -1.905 6.757 2.897
O -0.792 6.137 4.841
H -3.219 4.895 4.236
H -1.969 3.799 4.846
H -2.341 3.868 3.163
H -0.373 5.273 3.092
H -2.814 7.144 3.358
H -2.172 6.446 1.887
H -1.208 7.588 2.796
H -1.188 5.686 5.590
```

ΔE to the lowest compared entry with this formula, charge and spin ... 745.0 kJ/mol
HOMO-LUMO gap ... 10.0 eV
HOMO level ... -9.787 eV

***

Entry 2:
Below is a cluster of 7 separate species, C31H58F4NO14PS6 in total in a non-equilibrium geometry, with properties calculated with wB97M-V/def2-TZVPD.

```
115
Properties=species:S:1:pos:R:3
C 3.757 -2.113 2.664
C 2.322 -1.877 2.242
N 2.050 -0.783 1.671
C 1.317 -2.969 2.595
P -0.076 -3.199 1.436
C -0.794 -4.836 1.773
C 0.629 -3.298 -0.327
O 0.588 -4.435 -0.815
O 1.034 -2.250 -0.827
C -1.383 -1.852 1.491
F -1.175 -0.915 0.576
F -2.547 -2.461 1.132
C -1.664 -1.217 2.862
F -2.474 -0.164 2.623
F -0.566 -0.746 3.458
H 4.373 -1.591 1.941
H 4.007 -3.163 2.761
H 3.891 -1.569 3.597
H 1.047 -0.752 1.483
H 0.977 -2.851 3.626
H 1.849 -3.923 2.584
H -0.883 -5.353 0.819
H -0.073 -5.394 2.364
H -1.766 -4.780 2.255
H -2.230 -1.885 3.512
C 8.655 -2.163 0.937
C 9.488 -3.122 1.797
C 8.814 -3.210 3.172
S 7.068 -2.888 2.895
O 6.718 -1.656 3.552
O 6.318 -4.102 3.109
C 7.202 -2.580 1.136
H 8.942 -2.208 -0.112
H 8.799 -1.137 1.283
H 9.503 -4.109 1.331
H 10.521 -2.789 1.889
H 8.926 -4.194 3.621
H 9.187 -2.448 3.853
H 6.487 -1.815 0.843
H 6.985 -3.515 0.620
C -6.292 1.196 0.422
C -5.441 0.298 1.327
C -6.119 0.252 2.701
S -7.872 0.514 2.401
O -8.261 1.764 3.004
O -8.592 -0.706 2.668
C -7.735 0.749 0.633
H -6.001 1.109 -0.614
H -6.176 2.232 0.722
H -5.398 -0.711 0.905
H -4.419 0.663 1.405
H -5.983 -0.707 3.194
H -5.768 1.054 3.349
H -8.468 1.481 0.303
H -7.926 -0.214 0.157
C 0.946 0.855 -2.560
C 1.368 0.940 -4.034
C 2.152 2.244 -4.221
S 2.901 2.606 -2.630
O 2.316 3.823 -2.116
O 4.329 2.427 -2.719
C 2.190 1.212 -1.753
H 0.575 -0.136 -2.304
H 0.152 1.580 -2.359
H 2.007 0.088 -4.275
H 0.508 0.903 -4.703
H 2.935 2.146 -4.969
H 1.496 3.075 -4.477
H 1.971 1.493 -0.724
H 2.920 0.404 -1.774
C 4.010 5.953 1.163
C 4.240 5.805 2.673
C 3.281 4.717 3.177
S 2.997 3.618 1.781
O 1.610 3.707 1.397
O 3.636 2.351 2.029
C 3.975 4.533 0.608
H 4.790 6.547 0.689
H 3.053 6.447 0.982
H 5.272 5.499 2.854
H 4.080 6.744 3.201
H 3.710 4.146 3.997
H 2.321 5.132 3.476
H 3.518 4.464 -0.377
H 4.973 4.093 0.592
C -3.762 3.490 -4.047
C -4.220 4.937 -3.822
C -5.477 4.891 -2.943
S -5.340 3.398 -1.955
O -6.396 2.497 -2.345
O -5.103 3.761 -0.583
C -3.807 2.822 -2.676
H -2.764 3.444 -4.481
H -4.451 2.987 -4.730
H -3.432 5.491 -3.309
H -4.419 5.449 -4.763
H -5.544 5.749 -2.280
H -6.384 4.812 -3.540
H -3.811 1.735 -2.723
H -2.992 3.168 -2.041
C -4.125 -2.814 -2.567
C -2.651 -3.018 -2.942
C -2.140 -4.226 -2.150
S -3.564 -5.275 -1.857
O -3.824 -5.309 -0.436
O -3.446 -6.483 -2.630
C -4.767 -4.196 -2.630
H -4.622 -2.113 -3.237
H -4.196 -2.418 -1.550
H -2.571 -3.218 -4.013
H -2.054 -2.131 -2.730
H -1.390 -4.787 -2.700
H -1.743 -3.934 -1.186
H -5.713 -4.261 -2.097
H -4.894 -4.529 -3.660
```

HOMO-LUMO gap ... 9.9 eV
HOMO level ... -9.775 eV

***

Entry 3:
Below is the ion C18H29N2O3 with charge +1, with properties calculated with wB97M-V/def2-TZVPD.

```
52
Properties=species:S:1:pos:R:3
C -7.829 -1.097 -0.068
C -6.645 -0.174 -0.217
O -6.729 0.990 -0.518
N -5.450 -0.815 0.034
C -4.164 -0.296 -0.007
C -3.895 1.023 -0.376
C -2.594 1.484 -0.403
C -1.548 0.641 -0.061
O -0.224 1.104 -0.120
C 0.143 2.049 0.878
C 1.207 1.447 1.821
O 0.759 0.248 2.410
C 2.512 1.132 1.075
N 2.289 0.152 -0.019
C 3.049 0.434 -1.277
C 2.701 1.799 -1.853
C 4.540 0.238 -1.027
C 4.809 -1.205 -0.608
C 3.978 -1.565 0.621
C 2.488 -1.264 0.439
C 1.805 -2.236 -0.516
C -1.801 -0.668 0.321
C -3.101 -1.132 0.340
H -7.750 -1.927 -0.767
H -7.875 -1.494 0.944
H -8.739 -0.543 -0.275
H -5.510 -1.791 0.291
H -4.707 1.677 -0.642
H -2.389 2.502 -0.696
H 0.552 2.938 0.386
H -0.736 2.349 1.456
H 1.440 2.198 2.592
H -0.011 0.415 2.965
H 3.233 0.729 1.786
H 2.904 2.059 0.662
H 1.274 0.258 -0.248
H 2.714 -0.321 -1.994
H 3.047 1.845 -2.882
H 3.180 2.615 -1.318
H 1.624 1.953 -1.857
H 5.084 0.467 -1.944
H 4.891 0.927 -0.257
H 5.865 -1.334 -0.378
H 4.574 -1.874 -1.436
H 4.083 -2.628 0.840
H 4.367 -1.024 1.484
H 1.986 -1.329 1.409
H 0.812 -1.886 -0.789
H 2.376 -2.401 -1.425
H 1.696 -3.197 -0.021
H -0.989 -1.317 0.613
H -3.295 -2.154 0.634
```

ΔE to the lowest compared entry with this formula, charge and spin ... 0.0 kJ/mol
HOMO-LUMO gap ... 8.8 eV
Total charge ... +1
HOMO level ... -10.921 eV

***

Entry 4:
Below is an isolated molecule of C4H4N2O2 in a non-equilibrium geometry, with properties calculated with wB97M-V/def2-TZVPD.

```
12
Properties=species:S:1:pos:R:3
C -2.899 1.262 -0.222
C -2.381 0.117 -0.020
C -1.684 -1.142 0.350
N -0.317 -1.303 0.057
O 0.237 -0.035 -0.073
C 1.678 0.092 -0.010
N 2.013 1.436 0.186
O 2.477 -0.860 -0.334
H -3.457 2.153 -0.558
H -2.336 -1.961 0.367
H 2.814 2.044 0.823
H 1.103 2.029 0.333
```

ΔE to the lowest compared entry with this formula, charge and spin ... 622.4 kJ/mol
HOMO-LUMO gap ... 9.2 eV
HOMO level ... -9.661 eV

***

Entry 5:
Below is a structure of composition C24H24N4O4RuS2 in a non-equilibrium geometry, with properties calculated with wB97M-V/def2-TZVPD.

```
59
Properties=species:S:1:pos:R:3
Ru 0.551 -0.540 -0.345
C 2.795 0.216 3.435
C 1.784 0.530 2.344
O 2.052 0.107 1.181
C 0.686 1.300 2.688
C -0.314 1.724 1.789
C -1.342 2.719 2.254
N -0.383 1.303 0.550
N -1.288 1.925 -0.249
C -1.601 1.283 -1.340
O -1.323 0.062 -1.581
C -2.357 2.072 -2.353
C -2.694 3.408 -2.126
C -3.355 4.138 -3.098
C -3.697 3.542 -4.307
C -3.377 2.212 -4.533
C -2.708 1.480 -3.562
H 3.391 -0.646 3.142
H 2.305 0.013 4.385
H 3.468 1.067 3.559
H 0.602 1.633 3.714
H -1.217 2.949 3.310
H -2.346 2.342 2.064
H -1.236 3.636 1.671
H -2.408 3.847 -1.183
H -3.612 5.173 -2.911
H -4.197 4.118 -5.076
H -3.656 1.737 -5.465
H -2.439 0.447 -3.739
S 1.091 -2.671 -1.555
C 0.636 -2.134 -3.140
C 0.111 -3.043 -4.053
C -0.243 -2.660 -5.344
C -0.774 -3.640 -6.229
N -1.201 -4.472 -6.900
C -0.095 -1.313 -5.725
C 0.407 -0.399 -4.807
C 0.796 -0.786 -3.526
S 1.513 0.387 -2.470
C -0.436 -0.889 -7.041
N -0.695 -0.534 -8.105
H -0.024 -4.074 -3.754
H 0.497 0.644 -5.079
C -2.098 -2.688 -0.404
O -1.625 -1.809 0.608
C -1.371 -2.434 1.847
C -0.091 -3.252 1.860
O 0.970 -2.361 1.620
C 2.235 -2.990 1.592
H -3.060 -3.119 -0.103
H -1.390 -3.488 -0.622
H -2.224 -2.076 -1.294
H -2.220 -3.063 2.147
H -1.252 -1.614 2.560
H -0.113 -4.042 1.098
H 0.026 -3.728 2.844
H 2.442 -3.462 2.561
H 2.962 -2.206 1.392
H 2.290 -3.745 0.801
```

ΔE to the lowest compared entry with this formula, charge and spin ... 228.4 kJ/mol
HOMO-LUMO gap (spin up / spin down) ... 6.3 / 6.4 eV
2S+1 ... 2
Total charge ... -1
HOMO level (spin up / spin down) ... -4.369 / -4.390 eV

***

Entry 6:
Below is a structure of composition C9H11O3 in a non-equilibrium geometry, with properties calculated with wB97M-V/def2-TZVPD.

```
23
Properties=species:S:1:pos:R:3
C 0.407 -3.600 -0.531
C 1.810 -3.013 -0.561
O 1.955 -1.773 -0.193
O 2.728 -3.736 -0.911
H -0.396 -2.972 -0.158
H 0.472 -4.511 0.057
H 0.084 -3.944 -1.518
C -1.891 4.196 -0.615
C 0.474 1.334 0.190
C -0.041 2.545 -0.244
C -0.368 0.330 0.715
C -1.401 2.861 -0.113
C -1.682 0.754 1.053
C -2.171 1.976 0.640
O 0.013 -0.888 0.934
H 1.531 1.190 0.017
H 0.572 3.346 -0.647
H 1.045 -1.369 0.355
H -2.231 0.059 1.671
H -1.277 4.497 -1.466
H -1.860 4.974 0.135
H -3.157 2.303 0.960
H -2.887 4.159 -1.061
```

ΔE to the lowest compared entry with this formula, charge and spin ... 16.4 kJ/mol
HOMO-LUMO gap ... 7.4 eV
Total charge ... -1
HOMO level ... -3.925 eV

***

Calculated total energy list, top to bottom, in a.u.: -3109.22488 -5453.97221 -1038.33096 -414.60914 -2340.22496 -575.35219